Entry 1:
ORCA calculation (ωB97M-V/def2-TZVPD) on C20H27N2O3PSW as an isolated structure in a non-equilibrium geometry.

Results
**Energy relative to the best compared isomer or geometry (same formula, charge and spin)**: 385.3 kJ/mol
**<S²>**: 2.283
**Total charge**: +2
**Orbital gap (spin up / spin down)**: 5.38 / 6.54 eV
**2S+1**: 3
**HOMO (spin up / spin down)**: -14.80 / -15.18 eV

Each line ends with the Löwdin charge.
Cartesian coordinates (Å):
C1 2.678 -2.838 -1.710  0.004
C2 2.309 -1.664 -2.361  0.005
C3 1.214 -0.917 -1.929  -0.220
C4 0.506 -1.264 -0.748  -0.168
C5 0.883 -2.480 -0.134  -0.292
C6 1.958 -3.241 -0.591  -0.003
C7 0.705 0.204 -2.768  -0.062
C8 -0.694 0.552 -2.207  -0.377
N1 -1.901 0.676 -2.920  -0.280
W1 -1.144 0.051 -0.222  1.383
C9 0.148 -3.089 1.010  -0.261
P1 -1.198 -1.835 1.395  0.719
H1 2.850 -1.324 -3.246  0.137
H2 2.198 -4.160 -0.051  0.140
H3 3.503 -3.447 -2.069  0.132
H4 0.819 -3.228 1.878  0.115
H5 -0.328 -4.052 0.783  0.122
H6 1.340 1.102 -2.647  0.151
H7 0.683 -0.055 -3.838  0.141
H8 -1.064 -0.542 -1.805  0.089
C10 -2.092 -2.054 2.959  -0.220
C11 -2.437 -2.645 0.201  -0.219
H9 -0.556 1.415 -1.464  0.092
C12 -2.156 -0.352 -3.898  -0.009
C13 -2.665 1.890 -2.978  -0.041
H10 -0.089 -1.988 2.606  0.125
H11 -2.681 0.068 -4.761  0.114
H12 -1.225 -0.833 -4.228  0.105
H13 -2.790 -1.145 -3.476  0.111
H14 -2.979 2.090 -4.004  0.110
H15 -3.577 1.773 -2.370  0.091
H16 -2.092 2.728 -2.559  0.113
H17 -2.918 -3.441 0.773  0.071
H18 -3.199 -1.937 -0.140  0.035
H19 -1.964 -3.089 -0.678  0.057
H20 -2.069 -3.127 3.172  0.084
H21 -1.586 -1.475 3.740  0.043
H22 -3.107 -1.679 2.829  0.072
H23 -2.627 0.683 -0.813  0.013
O1 0.751 2.734 -0.683  0.065
C14 0.727 2.363 0.506  -0.446
N2 0.101 1.214 0.988  -0.192
S1 0.876 0.639 2.533  0.712
O2 -0.064 0.435 3.612  -0.270
O3 1.926 -0.315 2.271  -0.248
C15 1.595 2.207 2.737  -0.247
C16 2.237 2.597 3.912  -0.002
C17 2.737 3.902 3.961  -0.008
C18 2.603 4.740 2.836  -0.013
C19 1.979 4.302 1.665  0.035
C20 1.427 3.016 1.628  -0.138
H24 2.324 1.897 4.746  0.137
H25 3.227 4.251 4.874  0.131
H26 3.002 5.754 2.899  0.127
H27 1.896 4.932 0.784  0.134

=====

Entry 2:
ORCA calculation (ωB97M-V/def2-TZVPD) on C47H45BF4GeN6O2S3Sn as an isolated structure.

Results
**Energy relative to the best compared isomer or geometry (same formula, charge and spin)**: 0.0 kJ/mol
**Total charge**: -2
**Orbital gap (spin up / spin down)**: 4.38 / 4.87 eV
**HOMO (spin up / spin down)**: -0.49 / -0.98 eV

Each line ends with the Löwdin charge.
Cartesian coordinates (Å):
Sn1 -0.408 -1.064 -0.568  1.305
O1 -2.743 1.133 2.397  0.060
C1 -2.285 0.222 1.730  -0.473
N1 -2.322 0.059 0.370  0.048
C2 -3.394 0.509 -0.331  -0.449
O2 -4.427 1.009 0.106  0.027
C3 -3.299 0.252 -1.817  -0.200
C4 -4.301 0.704 -2.661  -0.009
C5 -4.231 0.365 -4.000  -0.073
C6 -3.173 -0.415 -4.445  -0.077
C7 -2.206 -0.804 -3.535  -0.188
N2 -2.272 -0.472 -2.245  0.046
C8 -1.651 -0.959 2.442  -0.212
C9 -1.870 -1.154 3.794  -0.007
C10 -1.409 -2.327 4.376  -0.059
C11 -0.743 -3.257 3.596  -0.049
C12 -0.547 -2.982 2.250  -0.129
N3 -0.996 -1.852 1.691  0.054
H1 -5.103 1.296 -2.243  0.111
H2 -4.995 0.701 -4.692  0.098
H3 -3.078 -0.699 -5.485  0.101
H4 -1.338 -1.376 -3.841  0.061
H5 -2.408 -0.394 4.346  0.120
H6 -1.574 -2.513 5.431  0.104
H7 -0.361 -4.182 4.009  0.116
H8 -0.035 -3.683 1.600  0.094
S1 -3.052 -4.932 1.544  1.081
C13 -4.024 -3.785 2.398  -0.478
C14 -4.649 -3.899 3.639  -0.109
C15 -5.373 -2.816 4.109  -0.109
C16 -5.476 -1.641 3.353  -0.081
C17 -4.859 -1.526 2.121  -0.003
C18 -4.121 -2.610 1.637  -0.292
N4 -3.441 -2.633 0.422  0.137
C19 -2.828 -3.751 0.244  -0.508
C20 -1.934 -4.072 -0.897  -0.250
C21 -2.012 -5.348 -1.462  -0.073
C22 -1.203 -5.690 -2.532  -0.099
C23 -0.297 -4.757 -3.024  -0.082
C24 -0.211 -3.495 -2.445  -0.158
C25 -1.031 -3.113 -1.378  -0.221
H9 -4.558 -4.807 4.226  0.099
H10 -5.860 -2.878 5.076  0.090
H11 -6.043 -0.802 3.742  0.100
H12 -4.916 -0.609 1.537  0.100
H13 -2.723 -6.067 -1.064  0.088
H14 -1.270 -6.679 -2.972  0.090
H15 0.363 -5.022 -3.843  0.097
H16 0.541 -2.802 -2.816  0.019
S2 1.132 -0.369 -3.286  0.595
C26 1.615 1.255 -3.008  -0.699
N5 2.935 1.521 -2.583  -0.136
C27 3.396 2.880 -2.433  -0.168
C28 2.284 3.758 -1.948  -0.155
N6 1.178 3.653 -2.880  -0.135
C29 0.331 4.837 -2.955  -0.179
C30 -0.294 5.243 -1.634  -0.208
C31 0.049 6.436 -1.005  -0.066
C32 -0.526 6.789 0.215  -0.110
C33 -1.449 5.944 0.815  -0.109
C34 -1.802 4.747 0.194  -0.066
C35 -1.226 4.402 -1.022  -0.024
C36 0.717 2.370 -3.237  -0.721
S3 -0.804 2.186 -3.992  0.572
C37 4.024 0.575 -2.796  -0.168
C38 4.862 0.280 -1.571  -0.203
C39 6.091 0.900 -1.360  -0.070
C40 6.856 0.600 -0.236  -0.108
C41 6.398 -0.338 0.682  -0.108
C42 5.177 -0.973 0.475  -0.071
C43 4.412 -0.658 -0.642  -0.018
H17 3.773 3.273 -3.391  0.126
H18 4.218 2.890 -1.715  0.115
H19 2.623 4.796 -1.935  0.121
H20 1.995 3.483 -0.929  0.124
H21 -0.449 4.614 -3.677  0.052
H22 0.940 5.665 -3.337  0.113
H23 0.776 7.093 -1.474  0.098
H24 -0.246 7.720 0.696  0.088
H25 -1.889 6.207 1.771  0.092
H26 -2.510 4.074 0.668  0.106
H27 -1.501 3.473 -1.518  0.085
H28 4.674 0.977 -3.588  0.119
H29 3.577 -0.346 -3.154  0.055
H30 6.457 1.617 -2.090  0.101
H31 7.810 1.093 -0.082  0.088
H32 6.994 -0.576 1.557  0.092
H33 4.820 -1.731 1.166  0.112
H34 3.469 -1.171 -0.809  0.115
C44 0.513 2.061 3.413  -0.217
Ge1 1.592 0.916 2.244  0.726
C45 2.029 -0.740 3.197  -0.206
C46 3.276 1.912 2.026  -0.224
C47 0.860 0.685 0.465  -0.389
H35 0.798 1.909 4.460  0.012
H36 -0.555 1.860 3.308  -0.010
H37 0.690 3.109 3.147  0.011
H38 3.041 -0.679 3.611  0.016
H39 1.987 -1.603 2.525  -0.003
H40 1.324 -0.910 4.017  0.006
H41 3.751 2.088 3.000  0.011
H42 3.069 2.881 1.559  0.006
H43 3.975 1.359 1.389  -0.008
H44 1.689 0.642 -0.239  -0.062
H45 0.204 1.519 0.200  -0.027
F1 1.600 -2.960 0.183  0.012
B1 2.217 -4.136 0.763  -1.198
F2 1.306 -5.217 0.656  0.083
F3 3.424 -4.410 0.093  0.094
F4 2.466 -3.861 2.145  0.063

=====

Entry 3:
ORCA calculation (ωB97M-V/def2-TZVPD) on a 2-piece molecular cluster, CH3OPS overall in a non-equilibrium geometry.

Results
**Energy relative to the best compared isomer or geometry (same formula, charge and spin)**: 356.7 kJ/mol
**Orbital gap (spin up / spin down)**: 7.63 / 6.94 eV
**HOMO (spin up / spin down)**: -8.29 / -7.75 eV

Each line ends with the Löwdin charge.
Cartesian coordinates (Å):
C1 2.218 1.030 -0.244  -0.500
O1 -2.002 -0.388 -0.776  -0.565
P1 -2.049 0.863 0.351  0.658
S1 0.756 0.498 -0.439  0.609
H1 3.074 0.750 -0.873  -0.036
H2 -1.801 0.050 -1.606  -0.016
H3 -1.561 -0.017 1.359  -0.151

=====

Entry 4:
ORCA calculation (ωB97M-V/def2-TZVPD) on one molecule with the formula C18H15N in a non-equilibrium geometry.

Results
**SMILES**: C1=C2C(=C(c3ccccc3)c3ccccc32)CNC1
**Energy relative to the best compared isomer or geometry (same formula, charge and spin)**: 219.4 kJ/mol
**Orbital gap**: 7.16 eV
**HOMO**: -7.53 eV

Each line ends with the Löwdin charge.
Cartesian coordinates (Å):
C1 -1.276 0.646 -2.950  0.081
C2 -0.897 0.212 -1.664  -0.161
C3 0.100 0.633 -0.802  -0.117
C4 0.084 -0.002 0.443  0.002
C5 1.147 0.007 1.529  -0.127
C6 1.449 -1.090 2.325  -0.059
C7 2.498 -1.145 3.190  -0.125
C8 3.205 -0.035 3.421  -0.102
C9 3.101 1.124 2.579  -0.053
C10 2.071 1.128 1.633  -0.019
C11 -1.194 -0.791 0.345  -0.090
C12 -1.990 -1.489 1.348  -0.030
C13 -3.120 -2.139 0.986  -0.114
C14 -3.623 -1.974 -0.335  -0.068
C15 -2.941 -1.167 -1.275  -0.026
C16 -1.746 -0.625 -0.885  -0.199
C17 1.192 1.364 -1.549  -0.130
N1 0.999 1.437 -3.019  -0.046
C18 -0.354 1.717 -3.523  -0.204
H1 -2.235 0.387 -3.489  0.128
H2 0.792 -1.980 2.044  0.137
H3 2.709 -2.028 3.772  0.109
H4 3.850 -0.068 4.289  0.102
H5 3.774 1.888 2.862  0.085
H6 1.937 2.058 1.049  0.109
H7 -1.656 -1.600 2.389  0.108
H8 -3.596 -2.696 1.766  0.092
H9 -4.691 -2.330 -0.611  0.123
H10 -3.461 -0.923 -2.166  0.091
H11 1.383 2.289 -1.204  0.068
H12 2.051 0.676 -1.406  0.143
H13 1.736 1.912 -3.408  0.070
H14 -0.541 1.918 -4.567  0.101
H15 -0.757 2.687 -3.117  0.123

=====

Entry 5:
ORCA calculation (ωB97M-V/def2-TZVPD) on an isolated ion of composition C5H12IN2 and charge +1 in a non-equilibrium geometry.

Results
**SMILES**: CC/[N+](=C\I)CNC
**Energy relative to the best compared isomer or geometry (same formula, charge and spin)**: 232.2 kJ/mol
**Total charge**: +1
**Orbital gap**: 9.61 eV
**HOMO**: -13.65 eV

Each line ends with the Löwdin charge.
Cartesian coordinates (Å):
C1 1.875 -1.332 1.545  -0.030
C2 1.037 -1.406 0.165  -0.179
N1 0.558 -0.160 -0.482  -0.121
C3 0.899 0.322 -1.595  -0.640
I1 2.343 -0.281 -2.899  1.053
C4 -0.533 0.611 0.555  -0.156
N2 -1.837 0.660 0.292  -0.098
C5 -2.382 1.484 -0.764  -0.071
H1 1.284 -0.942 2.504  0.117
H2 2.240 -2.230 1.821  0.029
H3 2.594 -0.527 1.393  0.079
H4 1.818 -1.842 -0.463  0.068
H5 0.096 -1.988 0.156  0.139
H6 0.233 1.178 -1.984  0.099
H7 -0.321 0.018 1.472  0.117
H8 -0.071 1.613 0.785  0.162
H9 -2.246 -0.286 0.317  0.154
H10 -1.575 2.201 -0.907  0.082
H11 -2.770 0.941 -1.639  0.100
H12 -3.241 1.966 -0.272  0.096

=====

Entry 6:
ORCA calculation (ωB97M-V/def2-TZVPD) on C7H15I2N2 as an isolated structure in a non-equilibrium geometry.

Results
**<S²>**: 2.017
**Total charge**: +1
**Orbital gap (spin up / spin down)**: 6.41 / 5.03 eV
**2S+1**: 3
**HOMO (spin up / spin down)**: -9.20 / -11.81 eV

Each line ends with the Löwdin charge.
Cartesian coordinates (Å):
C1 -0.591 -0.226 0.723  -0.429
C2 -0.457 0.220 -0.700  -0.184
C3 -2.063 0.054 0.212  -1.171
C4 0.369 -1.642 2.497  -0.055
C5 0.258 -2.532 0.412  -0.123
C6 1.586 1.515 -0.676  0.006
C7 -0.144 2.199 -2.138  0.017
N1 -0.310 -1.489 1.219  -0.291
N2 0.161 1.502 -0.872  -0.227
I1 -2.983 1.863 0.288  0.927
I2 -3.245 -1.750 -0.158  0.909
H1 -0.108 0.541 1.246  0.119
H2 -0.527 -0.499 -1.530  0.141
H3 1.487 -1.690 2.187  0.118
H4 0.334 -0.745 3.156  0.104
H5 -0.132 -2.447 2.920  0.071
H6 1.406 -2.377 0.111  0.136
H7 -0.014 -3.453 0.945  0.104
H8 -0.236 -2.483 -0.561  0.042
H9 2.095 0.999 -1.522  0.143
H10 2.034 2.465 -0.450  0.121
H11 1.789 0.934 0.194  0.097
H12 -0.117 1.393 -2.974  0.157
H13 -1.102 2.742 -2.137  0.088
H14 0.637 2.865 -2.298  0.074
H15 -0.130 2.042 -0.094  0.107